18
Properties=species:S:1:pos:R:3:forces:R:3 method="wB97M-V/def2-TZVPD" multiplicity=1 total_charge=-1 de_lowest_ev=2.862 e_tot_ha=-558.9251 orbital_gap_ev="8.566 / 6.664" largest_force_ev_per_a=5.98 lumo_ev="3.838 / 3.120" e_homo_ev="-4.73 / -3.54"
C -2.094264 0.676141 0.015918 1.8 -0.3 -1.5
C 0.112217 -0.010991 -1.181962 1.0 0.6 -1.3
C -1.042757 -0.396354 -0.334123 0.8 2.9 0.4
C 1.594728 0.472348 -0.485797 -3.2 -2.9 -0.2
C -1.198531 -1.731765 0.150875 5.8 -0.9 -1.1
C 1.517462 1.682508 0.324622 1.3 3.9 -0.6
O -3.140372 0.180171 0.405231 -1.7 0.0 0.9
O -1.808487 1.881483 -0.269200 -0.2 -0.4 0.4
O 0.689267 2.746582 -0.176039 2.8 0.0 0.1
F 2.001639 -0.628081 0.342148 0.1 1.3 -0.9
H 0.356813 -0.937868 -1.810100 0.0 1.5 0.4
H -0.299993 0.895646 -1.769052 1.2 -1.5 0.5
H -0.240021 -2.001842 0.798500 -2.3 0.4 -0.1
H -0.869243 -2.355520 -0.697200 -0.6 -0.4 -0.2
H -2.157215 -1.896293 0.410420 -2.9 -1.0 1.7
H 2.496508 2.272796 0.479378 -0.8 -1.4 -0.4
H 1.248456 1.426592 1.303139 -0.8 -0.7 1.7
H -0.201998 2.468192 -0.312674 -2.2 -1.0 0.0